DFT (ωB97M-V/def2-TZVPD) results for a cluster of 7 separate species, C31H80N4O11 in total.

Results
Highest occupied orbital energy (alpha / beta), eV: -10.0 / -10.0
Gap between HOMO and LUMO (alpha / beta), Ha: 0.2829 / 0.0787
E_LUMO (alpha / beta), eV: -2.328 / -7.886

ORCA input file:
```
! wB97M-V def2-TZVPD RIJCOSX def2/J DEFGRID3
* xyz 1 2
O -4.4250 -27.4455 14.2204
O -0.6092 -23.1792 14.2757
O -2.1807 -29.1913 20.0969
O 3.7245 -30.5559 15.6944
O 2.9586 -26.2361 12.9951
O 7.4797 -33.7502 15.8795
O 6.3221 -29.3233 19.3532
O 1.6532 -32.0445 17.0590
O 1.0133 -27.1810 15.0778
O 9.3533 -26.6410 19.7184
O -1.2607 -17.3928 12.9905
N 3.7470 -33.6508 15.8561
N -1.5557 -20.9193 12.7765
N -3.2158 -29.0686 16.4967
N 7.2336 -27.2408 17.5967
C 5.0939 -34.1197 16.2155
C -3.4738 -28.5261 14.1344
C 2.8905 -23.8767 12.2094
C -2.2716 -30.0184 21.2565
C 1.5920 -27.4395 16.2572
C -1.8978 -16.1659 12.6168
C -2.8699 -29.7465 18.8998
C 3.5128 -24.9239 13.3041
C -2.5044 -28.4972 15.3218
C 6.1814 -33.5883 15.2743
C 1.4984 -33.4122 16.6778
C 0.4377 -31.2648 16.9874
C 4.9910 -25.0685 13.2683
C 5.3753 -28.3229 18.7584
C -5.1945 -27.2645 13.0241
C -2.2233 -21.2452 13.9876
C 3.4655 -30.4035 14.2979
C 8.5270 -33.2964 15.0086
C 2.5542 -26.3561 16.4725
C -1.9965 -22.7228 14.3426
C 2.8533 -34.0248 16.9813
C -0.8783 -19.6352 12.8176
C -1.8809 -18.5161 12.5735
C 7.3980 -25.9789 18.3316
C 8.5681 -27.1637 20.7852
C 4.7767 -29.9470 13.6017
C -2.4553 -28.8105 17.7597
C 8.8396 -25.6714 18.8333
C -0.4355 -24.6155 14.1034
C 6.5875 -30.4408 18.6163
C 5.9043 -27.7581 17.4357
H 7.9239 -26.3861 21.1957
H 1.6297 -26.7727 14.4655
H 5.2762 -33.7997 17.2414
H -2.4182 -22.8452 15.3402
H 0.7761 -33.9272 17.3112
H -2.8273 -28.2169 13.3132
H -4.0309 -28.4732 16.5308
H 2.8182 -35.1052 17.1214
H 3.1349 -31.3367 13.8419
H -4.5936 -27.1929 12.1175
H -1.9961 -16.0792 11.5347
H 5.9806 -32.5429 15.0402
H -1.1127 -25.0740 13.3828
H 2.0306 -28.4366 16.2178
H -1.6159 -29.1058 15.1535
H -5.9216 -28.0531 12.8303
H 2.9984 -26.3389 12.0415
H 2.7022 -29.6292 14.2216
H -2.5700 -30.7847 18.7567
H -2.5837 -27.7757 18.0771
H 3.0468 -26.2838 17.4421
H 8.5321 -32.2069 15.0434
H 7.2541 -31.1534 19.1021
H -0.3726 -31.7657 17.5170
H 9.4491 -33.6078 15.4993
H -0.2248 -19.6429 11.9453
H 5.1005 -35.2096 16.1994
H 5.0690 -27.5188 19.4275
H 1.9442 -24.1434 11.7386
H 7.1856 -25.1207 17.6940
H 3.3023 -26.3754 15.6800
H 4.4641 -28.9001 18.6013
H -1.4715 -15.2458 13.0167
H 9.1993 -27.5741 21.5733
H 8.4426 -33.8085 14.0501
H 5.4973 -25.5014 12.4056
H 2.1516 -25.3461 16.3953
H -2.1460 -27.4893 15.5316
H -2.0770 -18.4528 11.5031
H 9.5717 -25.6398 18.0263
H -0.8564 -21.6443 12.7032
H 7.7362 -27.8896 18.1854
H 5.7196 -31.0239 18.3083
H 6.1933 -34.2118 14.3802
H 4.9651 -30.4656 12.6617
H 3.8047 -32.6531 15.7101
H 7.9083 -27.9963 20.5408
H -4.0125 -29.4657 14.0107
H 0.6211 -30.2328 17.2866
H 5.6644 -30.1273 14.2079
H -0.2666 -19.4778 13.7060
H -5.8038 -26.3627 13.0838
H 5.2828 -26.9224 17.1143
H 3.2580 -33.6360 17.9157
H -2.6473 -23.3848 13.7714
H -3.3520 -30.0571 21.3955
H 5.5070 -24.1241 13.4415
H 6.7024 -25.8259 19.1567
H -1.7580 -20.7317 14.8289
H 3.6085 -23.6865 11.4117
H 2.8684 -22.8976 12.6879
H -0.6224 -25.1441 15.0381
H -1.7986 -29.5677 22.1290
H 2.9513 -30.8221 16.1972
H -3.9451 -29.6942 19.0713
H 5.9046 -28.4493 16.5929
H 0.1356 -31.1124 15.9513
H -1.3750 -28.8134 17.6146
H 7.1080 -30.2522 17.6774
H 4.7654 -28.8747 13.4061
H 0.6153 -24.7044 13.8277
H 5.2573 -25.8581 13.9710
H -3.2968 -21.0565 13.9993
H -2.8817 -18.6367 12.9882
H 3.1031 -24.5927 14.2584
H 1.2224 -33.6283 15.6457
H 0.8399 -27.3626 17.0424
H -2.9349 -16.2061 12.9496
H -1.8162 -30.9871 21.0509
H 8.8470 -24.6448 19.1993
*
```

***

DFT (ωB97M-V/def2-TZVPD) results for a cluster of 9 separate species, C43H45N8O17 in total.

Results
Highest occupied orbital energy, eV: -6.2
Relative energy (zero: lowest compared OMol25 entry of this formula, charge and spin), kcal per mole: 90.5
Gap between HOMO and LUMO, Ha: 0.2206
E_LUMO, eV: -0.202

ORCA input file:
```
! wB97M-V def2-TZVPD RIJCOSX def2/J DEFGRID3
* xyz -1 1
O 0.4635 -2.5763 -6.7705
O 4.1385 -1.8013 -0.7325
O 6.2705 -2.1843 -0.2525
O -3.2135 4.0787 -5.9275
O 1.0395 -9.8833 0.8895
O 0.6695 0.6787 1.0285
O 1.3305 -1.2903 -5.2155
O 0.3825 -1.2513 -0.0115
O 2.4805 3.0817 1.6445
O -5.2345 5.6317 0.5745
O 1.2915 -6.0403 5.7625
O 2.4245 4.8217 3.0615
O 0.0175 -5.1763 7.2655
O -4.7665 3.6677 -0.3895
O 0.4825 -10.1163 -1.1695
O -0.7285 0.5767 -0.6245
O 0.7045 2.3747 -4.0005
N 1.9935 4.1447 2.0605
N 5.1055 -1.6793 0.0025
N 2.7375 2.2567 -2.8165
N -3.5775 2.7197 -4.0005
N 0.5295 -5.1983 6.1985
N 0.7045 -9.4783 -0.1515
N -4.5865 4.5237 0.5725
N 0.4455 -2.0313 -5.6445
C -1.2745 6.0827 0.9165
C 4.3115 0.5477 3.8685
C 0.0035 -1.2133 5.4235
C 3.3975 1.5547 -1.7405
C 0.4475 -7.9983 -0.3385
C -1.8015 -3.2203 -5.3395
C 6.0045 -0.4933 2.1845
C -0.1235 -7.3653 -1.6435
C 0.1025 -0.0523 0.1135
C 3.4385 -0.5263 1.6535
C -1.4165 5.5937 -0.5945
C -3.1925 3.9947 4.3575
C -0.2725 -5.9313 -1.7565
C -3.0495 -2.7683 -3.1835
C -4.9855 3.2627 -3.7155
C 0.8715 -6.9673 0.8425
C -2.8445 3.2207 -5.0595
C 0.1035 -5.0483 -0.7675
C -3.9725 3.9977 1.7415
C -1.8805 -1.8633 -2.5575
C -0.2205 5.4567 1.8785
C 0.8885 4.6997 1.2435
C -3.1165 2.6267 1.6485
C -3.0075 1.5837 -3.2685
C 5.6805 0.3627 3.5105
C 0.4715 -3.9203 5.4775
C -0.5895 -2.2363 -4.8315
C -2.9875 -3.3593 -4.3705
C 3.1175 0.4397 2.8235
C -0.6155 -1.7043 -3.4045
C 3.3155 3.4857 -3.3525
C 1.4735 1.9247 -3.1455
C 0.8385 -5.4853 0.5175
C -0.5475 4.5207 -1.0175
C 0.7825 -2.4753 3.2935
C 4.9085 -0.9423 1.3085
C -4.0635 4.5807 3.1225
C 0.6105 4.0957 -0.1705
C -2.4305 2.7967 4.1825
C -2.3525 2.2127 3.0185
C -0.0745 -2.5433 6.1425
C 0.3255 -1.3213 3.9595
C 0.9685 -3.7593 4.0445
H -4.7355 5.3667 3.2845
H 4.3255 1.7477 -1.8885
H 0.6625 1.5857 1.1365
H -1.4385 -3.8453 -6.1865
H -1.8155 2.3547 4.9465
H 1.3275 -4.7503 3.6985
H -2.2095 5.9217 -1.0515
H 6.4955 0.6987 4.2085
H 6.9755 -0.4863 1.8565
H -2.4445 0.7987 -3.7745
H -3.0535 2.0187 0.7635
H -0.3905 -0.4153 5.7885
H 3.0775 1.6427 -0.7475
H 1.0465 3.3337 -0.5285
H 0.9555 -2.3653 2.2245
H 2.9685 4.3917 -3.1745
H 2.1845 0.6947 2.9165
H 0.2295 -0.5263 3.3485
H -3.8845 -3.8823 -4.6295
H 4.0735 1.1467 4.6835
H -0.3145 -8.0643 -2.3435
H -5.6895 2.7497 -3.1695
H 0.9685 -4.6653 1.1645
H 0.1855 -1.1903 -2.9545
H -1.5885 1.4207 2.9175
H -4.0235 1.3537 -2.9165
H -3.3325 4.6127 5.3835
H 3.1485 0.4107 -2.0305
H 1.0055 1.0357 -2.5245
H -3.9405 -3.0693 -2.4975
H 3.3305 3.3957 -4.3995
H -1.9735 6.7427 1.2625
H -0.8495 4.1137 -2.0145
H -4.8985 4.3717 -3.4775
H -5.6565 3.2997 -4.6375
H -1.9545 -1.5113 -1.4755
H -0.1955 5.6557 2.9285
H -1.7985 2.8117 -5.0955
H -0.4235 -5.6213 -2.7245
H -2.4765 1.9647 -2.4525
H 2.7025 -0.6883 1.1295
H 4.3735 3.6497 -3.0905
H -0.3725 -2.6543 7.0425
H 1.0645 -7.3303 1.7315
H 0.0075 -3.9163 -0.9975
*
```

***

DFT (ωB97M-V/def2-TZVPD) results for a cluster of 10 separate species, C10H36N18O12 in total.

Results
Highest occupied orbital energy (alpha / beta), eV: -6.7 / -6.7
Gap between HOMO and LUMO (alpha / beta), Ha: 0.3048 / 0.2246
E_LUMO (alpha / beta), eV: 1.613 / -0.568

ORCA input file:
```
! wB97M-V def2-TZVPD RIJCOSX def2/J DEFGRID3
* xyz -1 2
O -19.6793 5.3722 -5.1067
O -16.3683 -2.8958 -2.8486
O -18.7128 -0.4173 -3.0086
O -21.6856 -1.5198 -2.3564
O -15.0007 3.7171 -4.9934
O -15.9456 3.5344 1.9036
O -18.7279 -4.0644 -3.9775
O -17.9297 0.0220 -1.1457
O -21.7225 0.2227 -6.7096
O -18.3432 -2.3159 1.5389
O -21.6245 2.4044 1.2976
O -18.5161 1.6091 -2.3930
N -16.4396 -1.4536 -4.5768
N -18.2742 -1.3148 3.4822
N -19.7285 1.6336 0.5024
N -16.3473 3.2256 -3.2316
N -19.4930 -2.5154 -5.2399
N -19.5414 0.3177 -6.4067
N -19.0843 4.3627 -3.2203
N -20.0334 -4.5816 -5.6579
N -21.4331 0.4039 -3.3781
N -20.0544 3.1777 -4.7417
N -17.1255 3.2729 0.0895
N -20.1134 -0.3827 -8.2582
N -14.9342 -2.8726 -4.4136
N -16.7622 2.2070 -4.8686
N -17.9015 -0.1454 1.7186
N -21.0061 2.7811 -0.7792
N -15.4244 1.9280 0.3595
N -23.3669 -0.1300 -2.7339
C -22.1087 -0.4875 -2.7780
C -15.9159 -2.3312 -3.8106
C -19.5620 4.3219 -4.4252
C -19.3653 -3.7291 -4.9391
C -15.9340 3.1126 -4.4251
C -18.2279 -1.2846 2.2065
C -20.5795 0.0262 -7.0914
C -18.3919 0.4732 -2.2155
C -16.1259 2.9731 0.8651
C -20.8025 2.3475 0.4114
H -19.0126 -1.7598 -4.7726
H -17.5202 1.8366 -4.3132
H -14.4897 -2.2769 -5.0975
H -20.0355 2.4413 -4.0508
H -16.1947 -1.5765 -5.5489
H -19.1227 -0.5452 -8.3693
H -14.7715 -3.8608 -4.2834
H -16.3666 1.8107 -5.7092
H -20.5939 -0.0702 -9.0898
H -21.8869 3.2714 -0.8421
H -17.8867 -0.0592 0.7124
H -15.8582 1.5099 -0.4511
H -18.4596 -0.4734 4.0092
H -24.0300 -0.8606 -2.5178
H -17.7463 4.0360 0.3186
H -20.1099 3.1680 -5.7501
H -19.5813 0.7207 -5.4815
H -15.8310 3.8287 -2.6073
H -18.5687 5.1781 -2.9214
H -17.3484 2.6549 -0.6776
H -18.4032 -2.2469 3.8490
H -17.3635 0.5196 2.2557
H -18.9602 3.4124 -2.9016
H -19.8020 -2.2666 -6.1687
H -18.6218 0.2411 -6.8173
H -21.8300 1.0608 -4.0347
H -19.3479 1.3124 1.3811
H -20.4549 0.1558 -3.3372
H -20.6665 -4.2286 -6.3613
H -16.9953 2.5244 -2.9020
H -20.4518 2.4382 -1.5508
H -23.5094 0.8137 -3.0645
H -17.1107 -0.8340 -4.1459
H -20.0591 -5.4101 -5.0808
H -19.3412 1.3637 -0.3905
H -14.8156 1.4947 1.0390
*
```